(1)
The following is a quantum chemistry calculation of a structure of composition C33H72N6PSSi4Sm at a distorted geometry, from OMol25.

Results
- HOMO level (spin up / spin down) (eV) = -11.4489 / -11.4208
- HOMO-LUMO gap (spin up / spin down) (eV) = 5.5 / 5.6
- F_max (eV/Å) = 4.62
- charge = +2
- E_LUMO (spin up / spin down) (eV) = -5.9 / -5.8
- 2S+1 = 6
- ΔE to the lowest compared entry with this formula, charge and spin (kcal/mol) = 2.5

CARTESIAN COORDINATES (ANGSTROEM)
Sm  -22.63008  -0.56808  -1.10248
C  -24.68621  -2.42088  -2.86252
C  -24.13452  -3.48515  -1.88080
N  -23.52768  -2.85019  -0.60369
C  -24.48200  -2.56357  0.51644
C  -25.24460  -1.24820  0.44106
C  -26.41296  -1.04863  1.12512
C  -27.06335  0.17340  1.00891
C  -26.50950  1.22913  0.24439
C  -25.27812  0.98354  -0.44145
C  -24.61999  2.04071  -1.30205
N  -23.39410  1.52479  -2.03922
C  -23.57815  1.14585  -3.47778
C  -24.38832  -0.12413  -3.74680
N  -23.69835  -1.29851  -3.13151
N  -24.67191  -0.21007  -0.24984
H  -25.57081  -1.89119  -2.52914
H  -24.91434  -2.93003  -3.80568
H  -23.31986  -4.05213  -2.36210
H  -24.92662  -4.22735  -1.62107
H  -22.83133  -3.51144  -0.24259
H  -23.94582  -2.64675  1.48553
H  -25.30956  -3.31590  0.53774
H  -26.91450  -1.82155  1.74123
H  -28.07681  0.33025  1.38852
H  -26.97029  2.21058  0.25554
H  -24.35082  2.92975  -0.66550
H  -25.38782  2.46484  -2.03958
H  -22.66944  2.27175  -1.94131
H  -22.54031  1.07204  -3.89220
H  -24.03786  1.98209  -3.99248
H  -24.45246  -0.32854  -4.82068
H  -25.40236  -0.04461  -3.31898
H  -23.01001  -1.69030  -3.80777
C  -22.12378  -1.42255  4.00781
Si  -20.57912  -0.75729  3.20217
C  -19.64248  0.01851  4.63475
C  -19.53853  -2.24560  2.65034
Si  -20.86205  0.72456  1.34723
Si  -18.70084  1.72646  0.98532
C  -17.53008  1.79949  2.53323
C  -18.79563  3.46026  0.18815
C  -17.78907  0.54954  -0.19204
Si  -21.80687  2.57511  2.50202
C  -20.67114  3.51206  3.68839
C  -23.34424  2.21529  3.55689
C  -22.34935  3.79433  1.16051
H  -21.90971  -2.08428  4.86392
H  -22.74015  -1.96337  3.28966
H  -22.66020  -0.57485  4.38477
H  -19.86206  -0.60606  5.51953
H  -20.02383  1.02098  4.84209
H  -18.52938  0.10206  4.57715
H  -19.87266  -3.14566  3.13815
H  -18.50539  -2.02589  2.95400
H  -19.51850  -2.42019  1.56392
H  -17.97552  2.01732  3.51535
H  -16.81111  2.61122  2.45951
H  -16.93785  0.87256  2.59950
H  -18.59474  4.24606  0.92627
H  -19.76113  3.72768  -0.33098
H  -18.00778  3.46700  -0.55239
H  -17.19082  -0.18464  0.32119
H  -17.16781  1.17988  -0.81749
H  -18.54227  0.05380  -0.81255
H  -20.90473  3.15565  4.66917
H  -20.81433  4.58671  3.60502
H  -19.60977  3.28351  3.51664
H  -23.14218  2.13284  4.61827
H  -23.90420  1.36970  3.28691
H  -24.00118  3.11184  3.46101
H  -21.82842  4.76006  1.36288
H  -23.44622  3.92960  1.06835
H  -21.99985  3.47089  0.15963
C  -21.82228  1.13215  -7.05208
C  -20.50178  1.89681  -6.96157
C  -20.84680  3.34942  -7.30438
P  -19.72311  1.55791  -5.27702
C  -18.30589  0.45781  -5.84176
C  -17.75709  -0.10047  -4.50387
C  -18.78356  -0.66739  -6.79575
C  -18.80730  3.12092  -4.86196
C  -19.82109  4.00625  -4.15485
C  -17.59785  2.98191  -3.92031
H  -22.54295  1.54413  -6.36384
H  -21.72382  0.07940  -6.82217
H  -22.22245  1.20345  -8.08615
H  -19.78205  1.52086  -7.71416
H  -21.76042  3.62131  -6.73235
H  -21.10245  3.46708  -8.37363
H  -20.12388  4.13870  -7.12815
H  -17.48540  1.05712  -6.30727
H  -18.04162  0.50033  -3.63676
H  -16.65389  -0.16199  -4.43650
H  -18.17610  -1.06647  -4.30710
H  -18.12887  -1.52725  -6.75758
H  -18.86700  -0.32489  -7.82290
H  -19.77209  -1.02623  -6.49559
H  -18.52271  3.63052  -5.77859
H  -20.07761  3.58380  -3.15820
H  -20.77443  4.14606  -4.68455
H  -19.41844  5.00422  -3.96176
H  -17.92658  2.64665  -2.95767
H  -17.20927  3.96931  -3.67051
H  -16.77070  2.39199  -4.29950
C  -20.32424  -5.24343  -1.79215
N  -19.16971  -4.46767  -1.42867
C  -17.92177  -4.97986  -0.93444
C  -17.12026  -3.92786  -0.78486
N  -17.85354  -2.74277  -1.01078
C  -19.11428  -3.11358  -1.42484
S  -20.19815  -2.04648  -2.16983
H  -19.96599  -6.17924  -2.24964
H  -20.86146  -4.72153  -2.59187
H  -20.97137  -5.41264  -0.92063
H  -17.80543  -6.06060  -0.96338
H  -16.13258  -3.86593  -0.39646
H  -17.49524  -1.77761  -0.89741


(2)
The following is a quantum chemistry calculation of a cluster of 6 separate species, C33H73N5O6 in total at a distorted geometry, from OMol25.

Results
- HOMO level (eV) = -7.6896
- HOMO-LUMO gap (eV) = 4.5
- F_max (eV/Å) = 6.40
- charge = +2
- E_LUMO (eV) = -3.2
- 2S+1 = 1
- ΔE to the lowest compared entry with this formula, charge and spin (kcal/mol) = 108.3

CARTESIAN COORDINATES (ANGSTROEM)
N  -0.12981  -0.06612  -1.31422
O  0.09807  -1.09849  -1.98602
O  -1.21778  0.42181  -1.21216
O  0.84255  0.45961  -0.76618
C  0.56782  7.68726  -0.60218
C  1.56473  6.68432  -0.05564
C  2.22256  7.18724  1.27956
N  3.10846  6.17703  2.12731
C  4.40304  5.93439  1.32865
C  2.28593  5.02581  2.71860
C  1.94534  5.37914  4.14354
C  2.36328  6.81271  4.41055
C  3.51501  7.05160  3.40541
H  -0.32940  7.74694  0.01389
H  0.21563  7.47709  -1.61208
H  1.00766  8.68230  -0.53486
H  2.23134  6.41840  -0.87602
H  0.92100  5.81218  0.05856
H  1.43253  7.50745  1.95884
H  2.79420  8.10640  1.15114
H  4.29604  5.19379  0.53607
H  5.15448  5.59738  2.04269
H  4.70835  6.86099  0.84255
H  2.96985  4.17750  2.74592
H  1.46366  5.00392  2.00343
H  2.45319  4.78958  4.90683
H  0.86495  5.51375  4.19583
H  2.61021  7.14034  5.42040
H  1.55488  7.53243  4.28176
H  4.34632  6.43633  3.74957
H  3.82205  8.07240  3.17783
C  4.48182  -6.82942  4.69023
C  5.19904  -5.46022  4.48988
C  4.55941  -4.24331  5.03550
N  5.32527  -2.91816  4.75331
C  4.79291  -1.85140  5.77302
C  6.87958  -3.01006  4.71276
C  7.36610  -1.90885  3.74790
C  6.22564  -1.89727  2.64487
C  4.92916  -2.38812  3.31244
H  3.47307  -6.78133  5.10041
H  4.95466  -7.41035  5.48209
H  4.64670  -7.46627  3.82113
H  5.43832  -5.31087  3.43702
H  6.16078  -5.67281  4.95677
H  4.33848  -4.27016  6.10253
H  3.56941  -4.00072  4.64931
H  3.70317  -1.87120  5.76015
H  5.20682  -0.91950  5.38787
H  5.18215  -2.11134  6.75740
H  7.17540  -2.87944  5.75369
H  7.11954  -4.02670  4.40137
H  7.36586  -0.97145  4.30412
H  8.38153  -1.97093  3.35656
H  6.03109  -0.91151  2.22235
H  6.52973  -2.57975  1.85124
H  4.22760  -1.56334  3.43763
H  4.51351  -3.24719  2.78581
C  -5.45945  -4.94106  -3.21870
C  -4.95899  -5.00800  -1.85415
C  -4.49554  -6.38108  -1.50314
N  -3.60993  -6.33183  -0.17481
C  -4.29185  -5.56588  0.94474
C  -2.26479  -5.63084  -0.44364
C  -1.17557  -6.36181  0.37021
C  -1.88494  -7.40666  1.17111
C  -3.14315  -7.65322  0.32474
H  -5.97179  -5.81734  -3.61587
H  -4.68081  -4.63819  -3.91876
H  -6.19766  -4.14720  -3.33237
H  -5.81563  -4.76368  -1.22599
H  -4.14390  -4.28434  -1.86142
H  -3.88299  -6.81848  -2.29152
H  -5.21181  -7.11954  -1.14294
H  -3.72610  -5.59320  1.87602
H  -5.22965  -6.03751  1.23831
H  -4.62725  -4.53105  0.87602
H  -2.39425  -4.62982  -0.03219
H  -1.94549  -5.71952  -1.48204
H  -0.73880  -5.53295  0.92729
H  -0.41032  -6.63734  -0.35545
H  -2.03864  -7.01327  2.17596
H  -1.21259  -8.26034  1.25635
H  -3.87800  -8.15616  0.95334
H  -2.82897  -8.24137  -0.53750
C  -6.23368  5.29092  -4.70115
C  -4.90824  4.83820  -5.30110
C  -4.81913  3.33960  -5.52130
N  -3.63267  2.77784  -6.35156
C  -2.34932  3.47254  -5.69371
C  -3.68029  3.08838  -7.87496
C  -3.08053  2.01610  -8.69963
C  -2.73693  0.93308  -7.71670
C  -3.61669  1.23145  -6.48969
H  -6.51900  6.34158  -4.75402
H  -6.39029  4.82717  -3.72724
H  -7.04197  4.84087  -5.27755
H  -4.11113  4.95634  -4.56710
H  -4.63041  5.49517  -6.12530
H  -5.65803  2.90759  -6.06693
H  -4.63878  2.92448  -4.52972
H  -2.53028  4.53916  -5.82661
H  -1.53262  3.36979  -6.40823
H  -2.21347  3.20176  -4.64665
H  -3.44370  4.11832  -8.14203
H  -4.74599  3.26154  -8.02465
H  -2.40697  2.35042  -9.48872
H  -3.81408  1.57479  -9.37435
H  -1.66963  0.86214  -7.50712
H  -2.87206  -0.00711  -8.25137
H  -3.22910  0.80169  -5.56601
H  -4.65441  0.97729  -6.70562
O  -1.42513  0.52161  4.05087
C  -1.83522  -0.63048  4.67195
O  -2.56713  -0.59443  5.71039
O  -1.48539  -1.70913  4.26077
H  -1.17174  0.04917  3.25452


- Which of these has the highest F_max?
  C33H73N5O6


- Number 1 is which compound?
  C33H72N6PSSi4Sm